[1]
The following is a DFT calculation (wB97M-V/def2-TZVPD) of a structure of composition C13H11Br3N2O4.

Last column: natural (NBO) charge in e.
Positions of all 33 atoms, in Å:
Br: 2.839 -2.898 5.860  0.113
Br: 1.189 -0.339 7.029  0.048
Br: -0.326 -3.213 6.331  0.075
O: -3.988 -0.678 2.993  -0.362
O: -2.880 0.536 1.684  -0.383
O: 2.882 4.857 -4.914  -0.359
O: 2.619 5.956 -3.018  -0.364
N: -3.464 -0.494 1.942  0.531
N: 2.856 4.943 -3.687  0.524
C: -2.838 -1.338 -0.274  -0.161
C: -4.114 -3.712 0.107  -0.206
C: 1.156 -1.994 5.838  -0.458
C: 2.986 3.628 -1.475  -0.184
C: 3.174 1.190 -1.459  -0.186
C: -4.122 -2.783 1.110  -0.190
C: 3.153 2.440 -3.512  -0.202
C: -2.822 -2.306 -1.240  -0.230
C: -3.409 -3.500 -1.070  -0.168
C: 3.144 1.280 -2.837  -0.216
C: -3.523 -1.561 0.968  0.019
C: 3.013 3.699 -2.857  0.035
C: 3.112 2.368 -0.807  -0.202
H: 0.953 -1.656 4.821  0.221
H: -4.446 -4.725 0.278  0.222
H: 3.072 0.310 -3.306  0.219
H: -4.507 -3.095 2.070  0.244
H: -2.343 -0.430 -0.584  0.241
H: -3.297 -4.279 -1.809  0.222
H: 2.827 4.535 -0.910  0.243
H: 3.228 2.567 -4.582  0.247
H: -2.354 -1.921 -2.134  0.221
H: 3.068 0.322 -0.824  0.226
H: 3.165 2.290 0.269  0.218

Calculated values
Electronic energy   -8634.24199 Ha

[2]
The following is a DFT calculation (wB97M-V/def2-TZVPD) of a structure of composition C13H11FeN2O3.

Last column: Löwdin spin population.
Positions of all 30 atoms, in Å:
Fe: 1.431 1.361 -0.690  2.457
O: 3.489 -0.746 -0.347  0.008
O: 1.639 0.943 2.198  -0.031
O: 3.317 3.491 -0.215  0.069
N: -1.351 -2.386 2.571  0.001
N: -0.632 -1.616 0.636  0.063
C: 1.429 1.076 1.056  -0.002
C: 2.700 0.056 -0.644  0.051
C: -0.792 -3.474 1.907  0.005
C: -0.281 -2.973 0.745  0.005
C: 0.079 2.170 -2.023  0.148
C: 0.493 0.871 -2.382  0.046
C: -1.077 -0.662 -0.830  0.125
C: 0.220 -0.245 -1.480  0.309
C: 2.493 2.774 -0.605  0.094
C: -1.167 -1.301 1.804  0.009
C: -1.447 1.682 -0.031  0.158
C: -1.909 0.447 -0.367  0.240
C: -0.301 2.351 -0.636  0.172
H: -1.559 -1.522 -1.312  0.009
H: -0.067 3.318 -0.153  0.009
H: 1.167 0.710 -3.254  0.014
H: 0.791 -1.155 -1.737  0.007
H: -1.491 -0.302 2.098  0.000
H: 0.129 3.048 -2.682  0.008
H: -0.848 -4.477 2.300  0.001
H: 0.304 -3.494 0.004  0.000
H: -1.838 -2.403 3.466  0.000
H: -1.951 2.261 0.771  0.014
H: -2.969 0.194 -0.168  0.010

Calculated values
Charge   +1
Electronic energy   -2100.42755 Ha
⟨S²⟩   6.11
2S+1   5

We obtain maximum force values of 4.14, 7.94 eV Å⁻¹ for the records listed above, in that order.
We obtain energy above the lowest of the compared OMol25 structures with the same formula, charge and spin values of 36.1, 0.6 kcal/mol for the records listed above, in that order.